# 1
Formula: C19H40NP3RuSe
Source: the Open Molecules 2025 dataset
Level of theory: ωB97M-V/def2-TZVPD

The value obtained for the molar mass is 555.49 g mol⁻¹. As for the expectation value of S²: 6.028. Its LUMO energy (alpha / beta) is -11.7 / -15.4 eV. As for the gap between HOMO and LUMO (alpha / beta): 8.2 / 4.9 eV. The charge is +4. The highest occupied orbital energy (alpha / beta) comes out at -19.91 / -20.21 eV. The multiplicity is 5.

Last column: Löwdin charge in e.
CARTESIAN COORDINATES (ANGSTROEM)
Ru 0.3265 -1.2294 0.1531  0.4430
P 0.6403 -2.8846 -1.5127  0.7044
P 2.4386 -0.2443 -0.0855  0.7018
P -1.9777 -1.3521 0.3214  0.6812
H -0.8881 8.3591 1.6555  0.1323
C -1.7397 8.0929 2.2968  0.2086
C -1.6163 8.0124 3.6229  0.2458
H -0.6615 8.2117 4.1283  0.1374
C 0.4297 -2.3579 -3.2660  -0.2235
C 2.3259 -3.6306 -1.5637  -0.2149
C -0.5176 -4.3054 -1.4102  -0.2217
C 2.6365 1.3711 0.7578  -0.2369
C 3.9180 -1.1403 0.5189  -0.1939
C 2.9469 0.1849 -1.8115  -0.2479
C -2.7458 0.0204 1.2614  -0.2271
C -2.7041 -2.8279 1.1188  -0.2023
C -2.9333 -1.2746 -1.2608  -0.2442
H -2.7074 7.9395 1.7993  0.1293
H -2.4724 7.7790 4.2704  0.1374
H 0.6689 -3.1923 -3.9354  0.0849
H 1.0965 -1.5152 -3.4590  0.0319
H -0.6112 -2.0523 -3.3980  0.0424
H 2.3494 -4.5111 -2.2211  0.0858
H 2.6114 -3.9371 -0.5573  0.0174
H 3.0288 -2.8729 -1.9222  0.0464
H -0.2853 -5.0638 -2.1772  0.0887
H -1.5366 -3.9281 -1.5706  0.0412
H -0.4577 -4.7788 -0.4220  0.0272
H 3.7019 1.6145 0.8639  0.0821
H 2.1895 1.2945 1.7546  0.0527
H 2.1344 2.1754 0.2088  0.0450
H 4.7977 -0.8761 -0.0832  0.0858
H 3.7620 -2.2214 0.4717  0.0288
H 4.1013 -0.8510 1.5602  0.0746
H 3.9874 0.5323 -1.8000  0.0817
H 2.3141 0.9897 -2.2057  0.0273
H 2.8762 -0.6745 -2.4860  0.0325
H -3.8007 -0.2107 1.4597  0.0810
H -2.6742 0.9675 0.7137  0.0376
H -2.2150 0.1258 2.2135  0.0599
H -3.7990 -2.7750 1.0525  0.0862
H -2.4070 -2.8396 2.1729  0.0691
H -2.3616 -3.7469 0.6332  0.0383
H -3.9707 -1.5724 -1.0657  0.0821
H -2.5184 -1.9424 -2.0227  0.0327
H -2.9345 -0.2530 -1.6586  0.0328
C -0.7476 2.3200 -0.7014  -0.5152
C -0.5035 2.7236 0.6112  -0.1307
C -0.8077 4.0235 1.0233  -0.0302
C -1.3988 4.9239 0.1317  -0.0180
C -1.6527 4.5225 -1.1843  -0.0174
C -1.3182 3.2430 -1.6117  -0.0710
Se -0.2853 0.5729 -1.4008  0.9558
H 0.2014 -0.1971 1.3822  -0.0115
H -0.0671 2.0021 1.3031  0.0768
H -0.5835 4.3349 2.0373  0.1180
H -1.6489 5.9280 0.4664  0.0952
H -2.1125 5.2282 -1.8802  0.1392
H -1.4932 2.9381 -2.6446  0.1241
C 1.4120 -5.3277 1.5787  0.0083
C 0.9987 -3.9408 1.5731  -0.1426
N 0.6942 -2.8096 1.4640  0.0412
H 0.7092 -5.9458 2.1530  0.1308
H 2.4052 -5.4388 2.0411  0.1333
H 1.4520 -5.7098 0.5435  0.1092

Cartesian forces (eV/Å) of the 2 atoms listed first:
0.3 -0.2 0.6
0.5 -1.8 -2.3

# 2
Formula: C6H11N4O
Source: the Open Molecules 2025 dataset
Level of theory: ωB97M-V/def2-TZVPD

The value obtained for the molar mass is 155.18 g mol⁻¹. Its LUMO energy is -3.7 eV. As for the gap between HOMO and LUMO: 8.4 eV. The charge is +1. The highest occupied orbital energy comes out at -12.11 eV.

Last column: Löwdin charge in e.
CARTESIAN COORDINATES (ANGSTROEM)
C -0.2091 -0.2535 0.6267  0.0246
C 0.8975 -1.0126 0.1937  -0.3622
C -2.8660 0.4278 -0.3295  -0.2003
C 2.1177 -0.4876 -0.3995  -0.1303
C 1.8795 0.9929 -0.8556  -0.1706
C 1.2872 1.7517 0.2763  -0.1748
N -0.3183 -2.8591 0.6696  0.0650
N 0.6153 -2.2616 0.0623  0.0376
N -3.0624 -0.4534 -1.0681  0.3334
N -2.6383 1.1994 0.6235  0.2245
O 0.0639 1.1173 0.7608  -0.2058
H 2.9506 -0.3901 0.3888  0.1457
H 2.6070 -1.0940 -1.1993  0.1348
H 2.7579 1.4416 -1.3472  0.1330
H 1.0746 0.9834 -1.5937  0.1154
H 1.9614 1.8263 1.1593  0.1367
H 0.8038 2.8258 0.0632  0.1727
H -0.6356 -3.8601 0.5209  0.1650
H -0.9865 -2.2757 1.1966  0.1012
H -3.3396 -0.5177 -2.0285  0.1350
H -3.2905 1.3990 1.4529  0.2155
H -1.6701 1.5002 0.8269  0.1038

Cartesian forces (eV/Å) of the 2 atoms listed first:
1.2 2.5 0.7
-1.7 1.2 0.2

# 3
Formula: C2H5N3O3
Source: the Open Molecules 2025 dataset
Level of theory: ωB97M-V/def2-TZVPD

The value obtained for the molar mass is 119.08 g mol⁻¹. Its LUMO energy is -0.2 eV. As for the gap between HOMO and LUMO: 9.9 eV. The highest occupied orbital energy comes out at -10.08 eV.

Last column: Löwdin charge in e.
CARTESIAN COORDINATES (ANGSTROEM)
C 1.4815 -0.4793 -0.0324  -0.5498
C -0.5811 0.6874 -0.2002  -0.4318
H 2.9746 1.0551 1.3171  0.2632
H 1.2476 1.6560 0.8469  0.1353
H -0.2869 -1.3150 -0.4375  0.0998
H -2.6329 0.9790 -0.0093  0.1754
H -2.2823 -1.8504 -0.3399  0.2389
N 1.9705 0.9304 0.1806  0.0172
N 0.1580 -0.4755 -0.3352  0.1629
N -2.0185 0.0554 -0.2645  -0.0950
O 2.2237 -1.4736 -0.0872  0.0404
O -0.4422 1.8719 -0.1097  0.0949
O -2.4306 -1.0666 0.5659  -0.1513

Cartesian forces (eV/Å) of the 2 atoms listed first:
4.4 0.2 0.8
-4.8 -3.6 0.4

# 4
Formula: C31H47ClIrO2P2
Source: the Open Molecules 2025 dataset
Level of theory: ωB97M-V/def2-TZVPD

The value obtained for the molar mass is 741.33 g mol⁻¹. As for the expectation value of S²: 6.013. Its LUMO energy (alpha / beta) is -2.3 / -6.2 eV. As for the gap between HOMO and LUMO (alpha / beta): 5.5 / 2.8 eV. The charge is +1. The highest occupied orbital energy (alpha / beta) comes out at -7.80 / -9.00 eV. The multiplicity is 5.

Last column: Löwdin charge in e.
CARTESIAN COORDINATES (ANGSTROEM)
Ir -0.5452 -1.5265 -0.4467  1.5742
C -0.8254 -3.7312 -0.3948  -0.2999
C -1.7601 -3.1431 -1.3296  -0.2846
C 0.3972 -2.7207 -2.1059  -0.2802
C 0.5075 -3.4816 -0.8911  -0.2732
C -0.9952 -2.5317 -2.3939  -0.3231
C -1.1400 -4.4861 0.8569  -0.0203
H -2.1498 -4.2888 1.2184  0.0873
H -0.4312 -4.1958 1.6400  0.0556
H -1.0260 -5.5640 0.6939  0.0997
C 1.7796 -3.9601 -0.2823  -0.0061
H 1.8431 -3.6726 0.7748  0.0605
H 2.6403 -3.5463 -0.8158  0.0860
H 1.8438 -5.0549 -0.3257  0.1005
C 1.5677 -2.2672 -2.9170  -0.0067
H 1.9654 -3.0888 -3.5225  0.1085
H 2.3674 -1.9437 -2.2461  0.0866
H 1.3008 -1.4493 -3.5872  0.0818
C -1.5500 -1.8615 -3.6123  -0.0166
H -1.7692 -2.5992 -4.3964  0.1028
H -0.8176 -1.1539 -4.0120  0.0795
H -2.4811 -1.3335 -3.3822  0.0746
C -3.2531 -3.1598 -1.2229  -0.0067
H -3.6643 -4.0426 -1.7306  0.1045
H -3.6810 -2.2639 -1.6877  0.0817
H -3.5577 -3.1882 -0.1708  0.0831
C 0.2337 -0.7740 1.2925  -0.2906
C -1.0688 -1.2929 1.5899  -0.2732
C -2.2927 -0.4457 1.7517  -0.1733
C -2.5677 0.4939 0.5583  -0.1612
C -1.8514 0.1050 -0.7099  -0.2698
C -0.4969 0.4726 -1.0259  -0.2768
C 0.3461 1.3276 -0.1164  -0.1757
C 0.5211 0.7132 1.2744  -0.1639
H -2.2394 0.1278 2.6850  0.1270
H -2.3449 1.5353 0.8251  0.1167
H -3.1448 -1.1291 1.8651  0.1129
H -0.1004 1.2236 2.0181  0.1184
H 1.0364 -1.4033 1.6991  0.0993
H -1.0613 -2.2118 2.1826  0.0995
H 1.5631 0.8415 1.5891  0.1205
H 1.3359 1.4195 -0.5825  0.1189
H -0.3181 0.6138 -2.0978  0.1169
H -0.0540 2.3501 -0.0579  0.1081
H -3.6462 0.4561 0.3423  0.1196
H -2.5088 -0.0081 -1.5819  0.1013
P 0.3539 5.8035 -0.1777  0.7727
P 0.7773 6.9174 -2.9358  0.7625
C 0.2662 7.6746 -0.2828  -0.4334
C 0.9710 8.1640 -1.5503  -0.4536
H 0.7424 8.0867 0.6174  0.0713
H -0.7960 7.9620 -0.2772  0.0744
H 0.5702 9.1275 -1.8936  0.0739
H 2.0526 8.2758 -1.3809  0.0755
C 1.8831 7.7352 -4.1574  -0.3354
H 1.7656 7.2298 -5.1236  0.0308
H 2.9220 7.6157 -3.8266  0.0307
H 1.6472 8.8022 -4.2627  0.0381
C -0.8429 7.5287 -3.5743  -0.3167
H -0.8344 8.6223 -3.6708  0.0389
H -1.6499 7.2179 -2.9000  0.0252
H -1.0149 7.0701 -4.5563  0.0326
C 1.5174 5.6820 1.2454  -0.3206
H 1.5712 4.6354 1.5724  0.0198
H 1.1859 6.3210 2.0750  0.0381
H 2.5165 5.9953 0.9155  0.0371
C -1.2472 5.4929 0.6728  -0.3269
H -2.0625 5.6510 -0.0454  0.0309
H -1.3762 6.1635 1.5326  0.0417
H -1.2757 4.4455 1.0037  0.0096
Cl 1.0629 -10.1462 3.7424  0.7255
C 1.3942 -8.4694 3.7722  -0.6694
C 1.7942 -7.8514 4.9713  -0.0711
C 1.9848 -6.4652 4.9977  -0.0078
C 1.7561 -5.6655 3.8568  -0.1111
C 1.4360 -6.3161 2.6537  -0.0109
C 1.2483 -7.7022 2.6024  -0.0746
C 1.7466 -4.1382 3.9627  -0.4770
O 1.9531 -3.7548 5.1370  0.3130
O 1.5212 -3.4902 2.8997  0.0199
H 1.9283 -8.4595 5.8622  0.1140
H 2.3186 -5.9979 5.9144  0.1180
H 1.3323 -5.7487 1.7313  0.0798
H 0.9740 -8.1756 1.6653  0.1103

Cartesian forces (eV/Å) of the 2 atoms listed first:
3.0 1.1 0.3
0.7 -1.7 -0.9

# 5
Formula: C4H29N2O9S
Source: the Open Molecules 2025 dataset
Level of theory: ωB97M-V/def2-TZVPD

The value obtained for the molar mass is 281.35 g mol⁻¹. Its LUMO energy is 2.9 eV. As for the gap between HOMO and LUMO: 7.5 eV. The charge is -1. The highest occupied orbital energy comes out at -4.57 eV.

Last column: Löwdin charge in e.
CARTESIAN COORDINATES (ANGSTROEM)
C -3.1067 -0.1437 0.6690  -0.1195
N -2.1297 0.2759 1.6772  -0.0948
C -0.8096 -0.4869 1.6983  -0.4305
C 0.1908 0.3241 0.9607  -0.5116
S 1.4788 -0.6826 -0.1535  0.3333
C -0.3744 -0.8064 3.0933  -0.2179
N 0.8161 -1.7490 3.1997  0.0129
H -3.7561 0.8831 0.6038  0.1348
H -2.6789 -0.3396 -0.2902  0.0346
H -3.6227 -1.0235 0.9795  0.0554
H -1.9147 1.2512 1.4860  0.0780
H -0.9601 -1.4232 1.1184  0.0924
H 0.7795 0.7901 1.6809  0.0032
H -0.1436 1.2292 0.5060  0.0242
H -1.0817 -1.3443 3.7246  0.1073
H -0.0056 0.0207 3.6731  0.1008
H 1.6776 -1.2700 2.8043  0.0540
H 0.5828 -2.5185 2.6820  -0.0186
H 1.6736 0.8743 -3.5026  -0.0620
H 0.9801 0.6788 -2.2755  -0.0614
O 0.9574 1.1344 -3.1096  -0.0157
H 3.2325 0.5492 1.6031  0.0283
H 2.5606 0.3700 3.1050  -0.0152
O 3.1978 0.8692 2.5989  -0.1284
H 3.0194 2.5036 -1.0078  0.0691
H 3.4855 2.1132 0.4394  0.0258
O 3.2585 2.8758 -0.1238  -0.0683
H 1.5075 3.0690 -0.2133  -0.1409
H 0.2305 3.2796 0.5953  0.1211
O 0.6943 3.2995 -0.3325  -0.0234
H -0.7218 0.0071 -3.1497  -0.0292
H -1.6940 -0.5239 -2.1872  0.0388
O -1.5271 -0.4986 -3.1718  -0.0928
H 0.3449 -1.8206 -3.0072  0.0709
H 1.8201 -1.5317 -2.8971  -0.0864
O 1.1871 -1.4673 -3.5160  -0.0861
H -0.8184 3.5921 -1.8928  -0.1119
H -1.2721 2.3388 -2.4545  0.0355
O -1.5504 3.2015 -2.0884  -0.0035
H 0.2405 -3.4050 0.0059  0.0162
H -0.2491 -2.7623 1.3360  -0.0279
O -0.4566 -3.4032 0.6527  -0.0789
H -2.1201 -2.8343 -2.5352  0.0371
H -1.4762 -2.9147 -1.0477  0.0054
O -1.4463 -2.5811 -1.9369  -0.0547

Cartesian forces (eV/Å) of the 2 atoms listed first:
-0.5 3.7 0.8
0.8 -0.7 0.6

# 6
Formula: C8H8N4O4
Source: the Open Molecules 2025 dataset
Level of theory: ωB97M-V/def2-TZVPD

The value obtained for the molar mass is 224.18 g mol⁻¹. Its LUMO energy is 0.1 eV. As for the gap between HOMO and LUMO: 9.6 eV. The highest occupied orbital energy comes out at -9.49 eV. Its SMILES is O=c1cc[nH]c(=O)[nH]1.O=c1cc[nH]c(=O)[nH]1.

Last column: Löwdin charge in e.
CARTESIAN COORDINATES (ANGSTROEM)
O -1.6178 1.1119 -2.2319  0.0464
C -0.8033 0.2482 -1.9528  -0.4031
C -1.2826 -1.1036 -1.3518  -0.0230
C -0.4914 -2.0236 -0.9923  -0.1485
N 0.9161 -1.9690 -0.9899  0.1051
C 1.5131 -0.8457 -1.7320  -0.3889
O 2.7058 -0.6561 -2.0711  0.0148
N 0.6373 0.2842 -2.1244  0.1500
H -2.2782 -1.1743 -1.4981  0.0770
H -0.8195 -2.9190 -0.3494  0.1603
H 1.5383 -2.5761 -0.3752  0.1821
H 1.3232 0.8965 -2.8191  0.2364
O 0.7238 -1.5354 2.3789  0.0545
C 0.3277 -0.3965 2.1852  -0.4384
C -1.0039 0.0323 2.1659  -0.0517
C -1.4067 1.1888 1.6265  -0.1090
N -0.5686 2.1396 1.1773  0.1182
C 0.8721 1.9216 1.1027  -0.4702
O 1.6534 2.5474 0.4136  0.0786
N 1.1826 0.6911 1.6285  0.1855
H -1.7698 -0.7112 2.4030  0.1235
H -2.4151 1.4579 0.9335  0.2096
H -1.1599 2.7743 0.7400  0.1107
H 2.2231 0.6167 1.7329  0.1801

Cartesian forces (eV/Å) of the 2 atoms listed first:
1.5 -0.5 0.2
0.5 -1.1 0.0

Q: The lowest molar mass belongs to which entry?
A: C2H5N3O3